Entry 1:
Below is a structure of composition C15H35CaN5O5PS2 in a non-equilibrium geometry, with properties calculated with ωB97M-V with the def2-TZVPD basis set.

## Properties
net charge = +1
energy above the lowest of the compared OMol25 structures with the same formula, charge and spin = 0.0 kcal/mol
gap between HOMO and LUMO = 8.66 eV

Positions of all 64 atoms, in Å:
Ca: -0.1091 0.4801 -0.8132
C: 0.4212 1.1818 2.5577
C: -0.1767 2.4605 1.9537
N: 0.1695 2.6245 0.5398
C: 1.4180 3.3477 0.2772
C: 2.6753 2.5477 0.6031
S: 2.7044 0.8776 -0.1378
C: 2.8173 -0.2252 1.3115
C: 1.4994 -0.8713 1.7510
N: 0.3594 0.0432 1.6284
H: -0.0857 0.9586 3.5009
H: 1.4650 1.3535 2.8113
H: 0.1594 3.3160 2.5513
H: -1.2632 2.4223 2.0321
H: -0.5784 3.1243 0.0721
H: 1.4688 4.2874 0.8413
H: 1.4307 3.6091 -0.7798
H: 2.8250 2.4401 1.6755
H: 3.5378 3.0798 0.2047
H: 3.2836 0.3461 2.1127
H: 3.5200 -1.0110 1.0371
H: 1.6294 -1.2497 2.7727
H: 1.3003 -1.7352 1.1135
H: -0.4954 -0.4772 1.7957
N: -0.0062 1.8858 -2.4743
C: 0.8339 2.4909 -3.0449
N: 1.7499 3.0197 -3.7140
C: 2.4852 4.0802 -3.4544
N: 3.1746 4.9865 -3.2587
C: -4.8142 0.3091 -1.5253
C: -4.6116 1.2755 -0.3712
S: -3.3652 0.7981 0.8420
O: -2.0716 0.6181 0.0749
C: -3.9360 -0.8805 1.2906
C: -3.3627 -1.9859 0.4154
H: -5.4125 0.7955 -2.2950
H: -5.3519 -0.5841 -1.2104
H: -3.8611 0.0190 -1.9657
H: -5.5191 1.4414 0.2138
H: -4.2575 2.2484 -0.7179
H: -5.0251 -0.8420 1.2630
H: -3.6346 -0.9990 2.3313
H: -3.9337 -2.1202 -0.4996
H: -3.3702 -2.9253 0.9671
H: -2.3361 -1.7603 0.1257
C: 1.1537 -3.7050 -3.9675
O: 1.9291 -3.5092 -2.7737
P: 1.5993 -2.4229 -1.6473
O: -0.0242 -2.5538 -1.4020
C: -0.5372 -3.7834 -0.8658
O: 1.3900 -1.0212 -2.4922
C: 2.5784 -0.5334 -3.1604
H: 1.6180 -4.5223 -4.5103
H: 1.1591 -2.8082 -4.5854
H: 0.1248 -3.9691 -3.7221
H: -1.4604 -4.0156 -1.3925
H: -0.7484 -3.6696 0.1968
H: 0.1689 -4.6028 -1.0029
H: 2.4415 0.5260 -3.3528
H: 2.7057 -1.0615 -4.1039
H: 3.4657 -0.6785 -2.5434
O: -1.6161 -0.4119 -2.5916
H: -1.4459 0.4187 -3.0661
H: -1.0515 -1.0672 -3.0211


Entry 2:
Below is a cluster of 8 separate species, C58H130F6N7P in total in a non-equilibrium geometry, with properties calculated with ωB97M-V with the def2-TZVPD basis set.

## Properties
net charge = +6
energy above the lowest of the compared OMol25 structures with the same formula, charge and spin = 0.0 kcal/mol
gap between HOMO and LUMO = 11.13 eV

Positions of all 202 atoms, in Å:
P: -6.1390 16.0584 -3.9384
F: -6.7666 15.5705 -5.3399
F: -6.1361 14.5313 -3.3285
F: -4.6416 15.7745 -4.4433
F: -5.5325 16.6614 -2.5388
F: -6.1920 17.5837 -4.4532
F: -7.6670 16.1461 -3.3510
C: -7.9136 25.8589 -3.8267
C: -7.6009 24.3752 -3.6858
C: -8.8864 23.5818 -3.6656
N: -8.6945 22.0562 -3.6110
C: -7.7013 21.5070 -4.5638
C: -8.2357 21.6651 -2.1895
C: -9.4475 21.0410 -1.5428
C: -10.0893 20.2864 -2.6905
C: -9.9954 21.3070 -3.8093
H: -6.9333 26.3393 -3.9539
H: -8.3790 26.4013 -3.0097
H: -8.3518 26.1415 -4.7861
H: -6.9105 24.1974 -2.8567
H: -7.0093 24.0689 -4.5517
H: -9.3683 23.7257 -4.6338
H: -9.5539 23.7734 -2.8288
H: -8.1038 21.6093 -5.5698
H: -7.5992 20.4556 -4.3042
H: -6.7599 22.0354 -4.4682
H: -7.4827 20.8895 -2.2918
H: -7.9317 22.5573 -1.6540
H: -9.1982 20.3907 -0.7018
H: -10.1190 21.7677 -1.0758
H: -9.4217 19.4383 -2.9021
H: -11.0744 19.8443 -2.5773
H: -9.9403 20.8585 -4.7978
H: -10.8231 22.0114 -3.7510
C: -2.5262 13.0120 -6.7239
C: -3.8514 12.5715 -7.3423
C: -5.0101 12.7796 -6.3917
N: -6.3305 12.1154 -6.7851
C: -6.8902 12.6577 -8.0509
C: -7.3191 12.2425 -5.6323
C: -7.7088 10.8383 -5.2049
C: -7.4631 9.9819 -6.4491
C: -6.1625 10.5816 -6.9783
H: -2.1920 12.2500 -6.0115
H: -2.6421 13.9495 -6.1789
H: -1.7382 13.0810 -7.4683
H: -3.8191 11.5466 -7.7053
H: -4.0500 13.2591 -8.1710
H: -5.3590 13.8077 -6.2759
H: -4.8918 12.3473 -5.3932
H: -6.1268 12.5843 -8.8184
H: -7.2330 13.6761 -7.8828
H: -7.7481 12.0432 -8.3123
H: -8.1564 12.8807 -5.9027
H: -6.7590 12.7729 -4.8650
H: -8.7445 10.7318 -4.8939
H: -7.0465 10.4511 -4.4282
H: -8.1977 10.1949 -7.2276
H: -7.2837 8.9267 -6.2714
H: -5.8369 10.4235 -7.9989
H: -5.3871 10.3823 -6.2329
C: -15.3502 18.4952 -4.6451
C: -14.1917 17.4895 -4.6255
C: -13.9615 16.8024 -3.3080
N: -13.1404 15.5099 -3.4514
C: -13.7457 14.5121 -4.3785
C: -13.0172 14.8330 -2.1206
C: -11.6128 14.1450 -2.0892
C: -10.8672 14.6692 -3.3102
C: -11.7349 15.8171 -3.8683
H: -16.2866 18.0334 -4.3352
H: -15.4489 18.9223 -5.6377
H: -15.1439 19.2966 -3.9329
H: -13.2981 18.0395 -4.9534
H: -14.3200 16.8092 -5.4691
H: -14.8783 16.3617 -2.9098
H: -13.4239 17.4213 -2.5973
H: -13.7015 14.8708 -5.4036
H: -14.7907 14.4227 -4.0929
H: -13.1830 13.5844 -4.3694
H: -13.7712 14.0609 -1.9963
H: -13.1016 15.5458 -1.3059
H: -11.7380 13.0678 -2.0896
H: -11.2020 14.5144 -1.1515
H: -10.8646 13.9277 -4.1200
H: -9.8090 14.8899 -3.1946
H: -11.6764 15.9183 -4.9470
H: -11.3470 16.7279 -3.4078
C: -0.0770 7.9391 -1.3900
C: -0.5589 9.3422 -1.0548
C: -2.0639 9.4233 -1.1343
N: -2.6447 10.8328 -1.1161
C: -2.3227 11.4627 0.2056
C: -2.1629 11.6921 -2.2559
C: -3.1821 12.8307 -2.3810
C: -4.4556 12.2706 -1.7065
C: -4.1477 10.8402 -1.2949
H: -0.2120 7.6556 -2.4312
H: -0.5746 7.1983 -0.7568
H: 0.9648 7.8127 -1.0979
H: -0.0748 10.1096 -1.6606
H: -0.2578 9.5595 -0.0252
H: -2.5991 8.8998 -0.3425
H: -2.4036 9.0182 -2.0923
H: -2.8073 10.8323 0.9451
H: -2.7358 12.4673 0.2837
H: -1.2426 11.5506 0.2568
H: -1.1343 11.9710 -2.0586
H: -2.2635 11.0634 -3.1387
H: -2.9024 13.8035 -1.9891
H: -3.4094 12.9150 -3.4428
H: -4.7282 12.8533 -0.8200
H: -5.3536 12.4472 -2.2980
H: -4.6272 10.5071 -0.3760
H: -4.3482 10.0512 -2.0224
C: -1.4085 16.3764 -4.0747
C: -2.2407 17.0369 -2.9957
C: -1.4535 17.6954 -1.8797
N: -2.1893 17.8518 -0.5718
C: -2.2999 16.5049 0.0164
C: -3.5868 18.4567 -0.7376
C: -3.6337 19.5907 0.3150
C: -2.5385 19.2406 1.3062
C: -1.4321 18.6869 0.4271
H: -0.6721 15.6760 -3.6900
H: -0.9299 17.1218 -4.7142
H: -2.1020 15.8877 -4.7606
H: -2.9108 16.2669 -2.5916
H: -3.0260 17.7148 -3.3426
H: -1.0090 18.6615 -2.1241
H: -0.5799 17.0746 -1.6589
H: -2.8950 15.8489 -0.6150
H: -2.8173 16.5018 0.9775
H: -1.3292 16.0510 0.2048
H: -4.3204 17.6906 -0.5115
H: -3.7409 18.8410 -1.7377
H: -4.6169 19.6417 0.7768
H: -3.4183 20.5277 -0.1988
H: -2.8974 18.5146 2.0447
H: -2.2675 20.0800 1.9455
H: -0.6676 18.1246 0.9524
H: -0.9766 19.5601 -0.0432
C: -5.9732 15.1937 0.1649
C: -6.5973 14.2798 1.2348
C: -5.7645 14.1506 2.4863
N: -6.2013 13.1184 3.5218
C: -7.5599 13.4970 4.0211
C: -8.1188 12.4556 4.9875
C: -8.0883 11.1054 4.3146
C: -6.6928 10.6737 3.9051
C: -6.0889 11.6953 2.9523
C: -5.2233 13.2459 4.6505
H: -6.3955 15.0074 -0.8229
H: -4.8883 15.0597 0.0902
H: -6.0886 16.2690 0.3179
H: -7.0047 13.3787 0.7687
H: -7.5626 14.7438 1.4745
H: -5.7903 15.0661 3.0830
H: -4.7060 13.9728 2.2816
H: -8.2637 13.6341 3.2033
H: -7.4578 14.4410 4.5560
H: -9.1143 12.7368 5.3352
H: -7.5769 12.5463 5.9368
H: -8.7165 11.1940 3.4171
H: -8.5678 10.3184 4.8953
H: -6.7712 9.7582 3.3174
H: -6.0505 10.5196 4.7695
H: -6.5177 11.6458 1.9552
H: -4.9989 11.6604 2.8698
H: -4.2117 13.3794 4.2819
H: -5.3625 12.4640 5.3863
H: -5.4629 14.1689 5.1840
C: -9.1686 18.7183 -8.2619
C: -7.8569 19.4306 -7.9551
C: -6.7857 19.0259 -8.9617
N: -5.3964 19.6161 -8.7098
C: -4.8572 19.0308 -7.4101
C: -4.4144 17.5713 -7.4953
C: -3.4139 17.4223 -8.6402
C: -4.0642 17.8472 -9.9426
C: -4.4835 19.2767 -9.8904
C: -5.5025 21.1023 -8.5945
H: -9.7132 19.1014 -9.1218
H: -9.8693 18.8516 -7.4326
H: -8.9521 17.6514 -8.3223
H: -7.5135 19.1719 -6.9498
H: -7.9408 20.5177 -7.9149
H: -7.0970 19.4113 -9.9321
H: -6.6398 17.9517 -8.9589
H: -5.4588 19.3436 -6.5600
H: -3.9654 19.6325 -7.1743
H: -5.2880 16.9280 -7.6383
H: -3.8897 17.1786 -6.6246
H: -3.0881 16.3816 -8.7152
H: -2.4850 17.9482 -8.4011
H: -4.9215 17.1901 -10.1041
H: -3.3783 17.6756 -10.7721
H: -5.1566 19.5063 -10.7264
H: -3.7474 20.0710 -10.0045
H: -6.0667 21.5008 -9.4300
H: -4.4757 21.4646 -8.5661
H: -5.9075 21.3273 -7.6137